C5H14NO2 | ωB97M-V/def2-TZVPD

Each line ends with the natural charge from an NBO analysis.
Atoms and positions in Å:
C1 0.25728 -1.82777 -1.44991  -0.615
C2 -0.13018 -0.64403 -0.51386  -0.043
C3 1.10255 0.25119 -0.22581  -0.444
C4 2.02707 -0.18432 0.93840  -0.622
N1 -1.19783 0.07181 -1.22429  -0.691
C5 -2.18024 0.77402 -0.34932  0.132
O1 -1.68056 1.82824 0.32601  -0.965
H1 0.57799 -2.71106 -0.90482  0.184
H2 -0.58927 -2.11242 -2.06549  0.217
H3 1.06759 -1.50243 -2.11373  0.182
H4 -0.47317 -1.04369 0.45385  0.181
H5 1.80120 0.26088 -1.06888  0.172
H6 0.65528 1.23828 -0.06941  0.264
H7 2.00163 0.58622 1.72165  0.220
H8 3.04993 -0.35654 0.60452  0.188
H9 1.75449 -1.13419 1.41388  0.189
H10 -0.76711 0.72084 -1.87707  0.339
H11 -2.97026 1.00227 -1.13671  0.088
H12 -2.43946 0.03503 0.43585  0.098
H13 -1.06498 1.89935 1.77983  0.517
H14 -0.24098 0.97364 2.66078  0.435
O2 -0.56097 1.87468 2.66453  -1.026

Properties
Net charge: -1
ΔE to the lowest compared entry with this formula, charge and spin, kcal per mole: 10.3
Orbital gap, hartree: 0.26299
Largest force on an atom, eV/A: 1.35
LUMO level, eV: 3.83